(A)
# C2H4N2OS2

A structure of composition C2H4N2OS2 (ωB97M-V/def2-TZVPD, the OMol25 dataset).

Each line ends with the natural charge from an NBO analysis.
Positions of all 11 atoms, in Å:
C (-0.184, -0.133, 0.170)  0.660
C (-1.688, -0.290, 0.302)  -0.706
N (2.701, -1.152, -1.260)  -0.728
N (0.303, 0.995, -0.347)  -0.697
O (0.581, -1.045, 0.612)  -0.661
S (1.971, 1.612, 0.002)  -0.025
S (2.726, -0.577, 0.048)  1.011
H (-2.115, -1.291, -0.061)  0.261
H (-2.141, 0.656, -0.115)  0.219
H (-1.890, -0.450, 1.411)  0.260
H (-0.264, 1.673, -0.764)  0.407

=====

(B)
# C2H4N2OS2

The molecule C2H4N2OS2 (ωB97M-V/def2-TZVPD, the OMol25 dataset).

The SMILES is O/N=C\S/C=N\S.

Each line ends with the natural charge from an NBO analysis.
Positions of all 11 atoms, in Å:
O (0.755, 2.663, 0.980)  -0.553
N (1.779, 1.854, 0.380)  -0.090
C (1.603, 0.739, -0.094)  -0.067
S (-0.185, 0.184, -0.434)  0.170
C (-0.620, -1.039, 0.609)  -0.131
N (-1.527, -1.892, 0.285)  -0.562
S (-2.234, -2.152, -1.190)  0.203
H (-0.307, 2.549, 0.617)  0.472
H (2.440, -0.084, -0.427)  0.251
H (-0.229, -1.099, 1.577)  0.208
H (-1.475, -1.722, -2.303)  0.099

=====

(C)
# C2H4N2OS2

The molecule C2H4N2OS2 (ωB97M-V/def2-TZVPD, the OMol25 dataset).

Each line ends with the natural charge from an NBO analysis.
Positions of all 11 atoms, in Å:
C (0.111, -0.747, -0.003)  -0.271
C (1.312, -0.216, -0.658)  -0.630
N (-1.008, -0.240, -0.745)  -0.039
N (-1.797, 0.515, -0.265)  -0.324
O (-1.616, 2.372, 1.304)  -0.881
S (0.051, -0.345, 1.764)  -0.149
S (-1.938, 1.011, 1.379)  1.347
H (0.019, -1.897, -0.110)  0.252
H (1.584, 0.828, -0.466)  0.240
H (1.111, -0.253, -1.704)  0.228
H (2.170, -1.028, -0.496)  0.228

=====

The energy of each structure relative to the most stable one, in eV, is as follows: (A) 0.000; (B) 2.280; (C) 0.542.

=====

(A)
# C2H4N2OS2

A structure of composition C2H4N2OS2 (ωB97M-V/def2-TZVPD, the OMol25 dataset).

Each line ends with the natural charge from an NBO analysis.
Positions of all 11 atoms, in Å:
C (-1.548, -0.163, 0.201)  0.775
C (1.742, 0.228, 0.199)  -0.535
H (-3.344, 0.343, -1.049)  0.378
H (-3.214, -1.239, -0.016)  0.394
H (-0.714, 0.600, -1.562)  0.414
H (2.686, 0.594, 0.550)  0.218
N (-2.575, -0.696, -0.607)  -0.836
N (-0.796, 0.771, -0.566)  -0.812
O (-1.362, -0.436, 1.360)  -0.579
S (0.675, 1.519, 0.035)  0.586
S (1.694, -1.376, -0.222)  -0.002

=====

(B)
# C2H4N2OS2

The molecule C2H4N2OS2 (ωB97M-V/def2-TZVPD, the OMol25 dataset).

The SMILES is N/C(=N\S)C(=O)S.

Each line ends with the natural charge from an NBO analysis.
Positions of all 11 atoms, in Å:
N (-1.923, -0.068, -0.591)  -0.855
C (-0.575, 0.023, -0.266)  0.291
N (0.531, -0.280, -0.832)  -0.575
S (0.790, -1.204, -2.365)  0.123
C (-0.544, 0.373, 1.248)  0.398
O (-1.450, 0.330, 2.044)  -0.536
S (1.063, 1.087, 1.621)  -0.026
H (-2.269, -0.374, -1.662)  0.414
H (-2.495, -0.545, 0.258)  0.433
H (2.128, -0.775, -2.144)  0.166
H (1.058, 0.980, 3.169)  0.168

=====

(C)
# C2H4N2OS2

The molecule C2H4N2OS2 (ωB97M-V/def2-TZVPD, the OMol25 dataset).

The SMILES is ONC1=NSCS1.

Each line ends with the natural charge from an NBO analysis.
Positions of all 11 atoms, in Å:
O (-2.795, -0.647, -0.170)  -0.531
N (-1.810, 0.414, -0.334)  -0.327
C (-0.488, 0.113, -0.155)  0.267
N (-0.032, -1.035, -0.210)  -0.721
S (1.549, -1.295, -0.499)  0.480
C (2.027, 0.263, 0.305)  -0.664
S (0.703, 1.460, -0.512)  0.157
H (-2.089, -1.332, -0.239)  0.483
H (-2.059, 1.208, 0.312)  0.378
H (2.975, 0.773, 0.079)  0.246
H (2.018, 0.078, 1.425)  0.232

=====

(D)
# C2H4N2OS2

The molecule C2H4N2OS2 (ωB97M-V/def2-TZVPD, the OMol25 dataset).

Each line ends with the natural charge from an NBO analysis.
Positions of all 11 atoms, in Å:
C (-2.239, 0.722, 0.336)  -0.341
C (-0.129, 0.936, -0.760)  0.116
N (-1.264, 1.506, -0.241)  -0.495
N (0.253, -0.320, -0.280)  -0.809
O (-4.446, -0.320, 0.552)  -0.933
S (0.185, 2.368, 0.436)  0.126
S (-3.398, -0.152, -0.422)  1.127
H (-2.588, 0.929, 1.266)  0.225
H (0.100, 1.245, -1.791)  0.222
H (0.128, -0.248, 0.690)  0.371
H (1.217, -0.631, -0.408)  0.390

=====

The energy of each structure relative to the most stable one, in eV, is as follows: (A) 0.000; (B) 0.741; (C) 1.387; (D) 1.914.

=====

(A)
# C3H5N4

The ion C3H5N4 with charge +1 (ωB97M-V/def2-TZVPD, the OMol25 dataset).

The SMILES is C/[NH+]=N\N=c1\cn1. The charge is +1.

Each line ends with the natural charge from an NBO analysis.
Positions of all 12 atoms, in Å:
C (-0.343, -1.278, -0.289)  -0.487
N (-0.885, -0.261, 0.556)  -0.165
N (-0.612, 0.952, 0.550)  0.151
N (0.190, 1.397, -0.418)  -0.372
C (0.699, 2.485, 0.003)  0.405
C (1.427, 3.584, 0.413)  0.154
N (0.701, 2.990, 1.306)  -0.167
H (0.698, -1.059, -0.527)  0.257
H (-0.443, -2.250, 0.191)  0.254
H (-0.890, -1.291, -1.238)  0.260
H (-1.590, -0.528, 1.245)  0.434
H (2.119, 4.361, 0.176)  0.275

=====

(B)
# C3H5N4

The ion C3H5N4 with charge +1 (ωB97M-V/def2-TZVPD, the OMol25 dataset).

The charge is +1.

Each line ends with the natural charge from an NBO analysis.
Positions of all 12 atoms, in Å:
C (1.466, 2.330, 0.714)  0.205
C (1.317, 1.376, -0.264)  -0.038
C (-0.281, -1.754, -0.178)  -0.450
N (1.150, -0.004, -0.922)  0.026
N (0.014, 1.724, 0.218)  -0.332
N (-0.443, 0.416, 0.630)  -0.270
N (0.179, -0.432, -0.274)  0.172
H (-0.797, -1.893, 0.763)  0.259
H (0.346, -2.585, -0.407)  0.290
H (-1.014, -1.711, -0.962)  0.263
H (-0.577, 2.272, -0.394)  0.414
H (-1.360, 0.260, 1.075)  0.462

=====

(C)
# C3H5N4

A cluster of 2 separate species, C3H5N4 in total (ωB97M-V/def2-TZVPD, the OMol25 dataset).

The charge is +1.

Each line ends with the natural charge from an NBO analysis.
Positions of all 12 atoms, in Å:
C (1.762, 1.658, 0.477)  0.200
C (0.894, -2.174, -0.412)  0.015
C (-1.992, 1.175, -0.157)  0.000
N (-0.821, -0.811, 0.489)  0.197
N (1.209, 0.689, 0.105)  -0.436
N (-0.036, -1.515, -0.074)  -0.051
N (-1.587, -0.027, -0.025)  -0.090
H (2.070, 2.573, 0.762)  0.237
H (0.755, -3.082, -1.039)  0.242
H (1.945, -1.855, -0.074)  0.242
H (-1.255, 1.844, 0.294)  0.206
H (-2.944, 1.526, -0.346)  0.239

=====

The energy of each structure relative to the most stable one, in eV, is as follows: (A) 0.000; (B) 4.615; (C) 1.228.

=====

(A)
# C8H14N2O4

A cluster of 2 separate species, C8H14N2O4 in total (ωB97M-V/def2-TZVPD, the OMol25 dataset).

The SMILES is NC(=O)C(O)=C1CCC1.C/C=[N+](\[O-])O.

Each line ends with the natural charge from an NBO analysis.
Positions of all 28 atoms, in Å:
N (1.370, 1.480, 1.739)  -0.787
C (1.240, 1.778, 0.478)  0.611
O (2.057, 2.435, -0.117)  -0.644
C (0.087, 1.242, -0.298)  0.177
O (0.054, 1.648, -1.623)  -0.692
C (-1.019, 0.741, 0.238)  -0.012
C (-2.137, 0.133, -0.536)  -0.439
C (-2.738, -0.314, 0.849)  -0.380
C (-1.526, 0.233, 1.617)  -0.464
H (0.637, 0.915, 2.150)  0.403
H (2.256, 1.598, 2.163)  0.417
H (1.027, 1.961, -1.834)  0.504
H (-1.970, -0.780, -1.075)  0.218
H (-2.776, 0.971, -0.968)  0.225
H (-3.714, 0.152, 1.036)  0.209
H (-2.726, -1.356, 0.963)  0.201
H (-1.450, 0.822, 2.521)  0.221
H (-0.783, -0.612, 1.847)  0.220
C (2.668, -0.224, -2.098)  -0.681
C (1.792, -0.849, -1.033)  -0.019
N (2.214, -0.938, 0.188)  0.339
O (3.305, -0.594, 0.557)  -0.512
O (1.350, -1.434, 1.196)  -0.559
H (3.306, 0.391, -1.466)  0.261
H (1.984, 0.489, -2.703)  0.233
H (3.308, -1.050, -2.679)  0.242
H (0.854, -1.412, -1.262)  0.217
H (2.107, -1.908, 1.693)  0.488

=====

(B)
# C8H14N2O4

The molecule C8H14N2O4 (ωB97M-V/def2-TZVPD, the OMol25 dataset).

The SMILES is N[C@@H](CO)C(=O)N1CCC[C@H]1C(=O)O.

Each line ends with the natural charge from an NBO analysis.
Positions of all 28 atoms, in Å:
N (2.094, 1.104, 0.882)  -0.848
C (1.535, 0.442, -0.312)  -0.181
C (2.624, -0.158, -1.251)  -0.054
O (3.441, -0.991, -0.483)  -0.737
C (0.660, -0.734, 0.198)  0.713
O (1.222, -1.717, 0.841)  -0.661
N (-0.753, -0.796, -0.045)  -0.432
C (-1.643, -1.794, 0.551)  -0.237
C (-2.957, -1.579, -0.274)  -0.403
C (-2.867, -0.063, -0.555)  -0.431
C (-1.458, 0.351, -0.725)  -0.138
C (-1.120, 1.673, 0.095)  0.783
O (-0.963, 2.746, -0.477)  -0.559
O (-0.521, 1.511, 1.367)  -0.718
H (3.044, 1.372, 0.665)  0.379
H (2.161, 0.437, 1.651)  0.387
H (1.020, 1.089, -0.950)  0.203
H (3.055, 0.742, -1.608)  0.175
H (2.009, -0.738, -2.013)  0.160
H (2.713, -1.254, 0.196)  0.492
H (-1.054, -2.738, 0.814)  0.269
H (-1.886, -1.476, 1.699)  0.185
H (-2.990, -2.133, -1.179)  0.213
H (-3.868, -1.808, 0.310)  0.225
H (-3.529, 0.404, 0.188)  0.239
H (-3.428, 0.353, -1.518)  0.234
H (-1.008, 0.517, -1.680)  0.237
H (0.290, 1.854, 1.229)  0.504

=====

The energy of each structure relative to the most stable one, in eV, is as follows: (A) 3.538; (B) 0.000.

=====

(A)
# C4H10O3

A cluster of 2 separate species, C4H10O3 in total (ωB97M-V/def2-TZVPD, the OMol25 dataset).

The charge is -2.

Each line ends with the natural charge from an NBO analysis.
Positions of all 17 atoms, in Å:
C (1.967, 1.783, 0.809)  0.055
O (2.815, 1.919, 1.797)  -0.947
C (1.301, 0.346, 0.700)  -0.457
C (0.589, 0.120, -0.561)  -0.452
C (-0.876, -0.353, -0.417)  -0.042
O (-1.416, -0.803, -1.696)  -0.811
H (1.161, 2.620, 0.668)  0.051
H (2.518, 1.868, -0.295)  -0.021
H (0.469, 0.401, 1.585)  0.162
H (2.170, -0.315, 1.127)  0.207
H (0.590, 0.999, -1.256)  0.194
H (1.155, -0.676, -1.177)  0.181
H (-1.572, 0.646, -0.200)  0.125
H (-1.035, -1.142, 0.333)  0.188
H (-2.066, -1.497, -1.309)  0.529
H (-3.539, -3.333, -0.929)  0.375
O (-3.616, -2.486, -0.317)  -1.337

=====

(B)
# C4H10O3

A cluster of 2 separate species, C4H10O3 in total (ωB97M-V/def2-TZVPD, the OMol25 dataset).

The charge is -2.

Each line ends with the natural charge from an NBO analysis.
Positions of all 17 atoms, in Å:
C (0.906, 0.653, -2.561)  -0.072
O (0.338, 0.055, -3.788)  -1.037
C (-0.013, 0.272, -1.418)  -0.445
C (0.426, 0.414, 0.091)  -0.429
C (-0.207, -0.818, 0.896)  -0.024
O (0.024, -1.075, 2.272)  -0.814
H (1.029, 1.745, -2.848)  0.101
H (2.049, 0.466, -2.507)  0.085
H (-0.897, 0.949, -1.629)  0.183
H (-0.400, -0.706, -1.692)  0.216
H (0.234, 1.408, 0.492)  0.188
H (1.490, 0.240, 0.154)  0.175
H (-1.259, -0.806, 0.696)  0.138
H (0.246, -1.730, 0.388)  0.130
H (-0.663, -0.884, 2.980)  0.528
H (-2.027, -0.369, 4.277)  0.385
O (-1.275, 0.185, 4.195)  -1.308

=====

The energy of each structure relative to the most stable one, in eV, is as follows: (A) 0.053; (B) 0.000.

=====

(A)
# C2H6O3P

The ion C2H6O3P with charge -1 (ωB97M-V/def2-TZVPD, the OMol25 dataset).

The SMILES is O=[P@H]([O-])CCO. The charge is -1.

Each line ends with the natural charge from an NBO analysis.
Positions of all 12 atoms, in Å:
O (-0.087, 0.205, -2.538)  -1.198
P (-0.599, -0.727, -1.504)  2.031
O (-2.064, -0.758, -1.224)  -1.184
C (0.301, -0.602, 0.029)  -0.849
C (-0.192, 0.928, 0.613)  -0.067
O (0.317, 1.911, -0.225)  -0.750
H (-0.075, -1.952, -1.944)  -0.245
H (1.382, -0.700, -0.182)  0.212
H (-0.093, -1.198, 0.796)  0.211
H (-0.155, 1.121, 1.762)  0.155
H (-1.208, 0.787, 0.302)  0.186
H (-0.120, 1.745, -1.047)  0.496

=====

(B)
# C2H6O3P

A cluster of 2 separate species, C2H6O3P in total (ωB97M-V/def2-TZVPD, the OMol25 dataset).

The charge is -1.

Each line ends with the natural charge from an NBO analysis.
Positions of all 12 atoms, in Å:
C (-1.514, -1.326, 0.542)  -0.219
C (1.298, 1.539, 0.164)  -0.963
O (1.670, -0.808, -1.546)  -1.107
O (1.763, -1.166, 1.057)  -1.115
O (-0.945, -0.162, 0.208)  -0.877
P (1.361, -0.360, -0.145)  2.231
H (-1.031, -1.861, 1.345)  0.129
H (-1.680, -1.956, -0.311)  0.117
H (-2.422, -1.195, 1.027)  0.121
H (0.742, 1.652, 1.075)  0.246
H (2.336, 1.966, 0.162)  0.210
H (0.700, 1.958, -0.575)  0.228

=====

The energy of each structure relative to the most stable one, in eV, is as follows: (A) 0.000; (B) 0.171.